Entry 1:
The following is a DFT calculation (ωB97M-V/def2-TZVPD) of C5H13NO as an isolated structure at a distorted geometry.

XYZ file:
```
20
Properties=species:S:1:pos:R:3:lowdin_charge:R:1
C -2.44054 -0.35787 -0.68257 -0.25
N -2.11748 0.96171 -0.01660 -0.07
C -0.84046 0.93258 0.58148 -0.19
C 0.20145 0.53135 -0.29629 -0.23
C 4.03902 0.28011 0.24360 -0.05
O 0.92453 -0.68328 -0.28511 -0.04
C -2.37156 -1.46866 0.36827 -0.09
H -3.45512 -0.25771 -1.06663 0.10
H -1.72908 -0.43235 -1.50663 0.09
H -2.14357 1.68706 -0.76275 0.13
H -0.62692 1.60452 1.39529 0.10
H 3.45220 -0.48842 -0.25113 0.01
H 0.17470 0.98848 -1.30406 0.12
H 3.61957 1.25617 0.00025 0.02
H 4.05532 0.22862 1.32372 0.02
H 5.02003 0.25723 -0.22389 0.02
H 1.15353 0.01960 0.48399 0.12
H -2.41339 -0.95361 1.33498 0.07
H -3.14543 -2.22329 0.28107 0.07
H -1.35681 -1.88223 0.38302 0.07
```

Computed properties:
LUMO (eV): -0.399
Energy relative to the best compared isomer or geometry (same formula, charge and spin) (kcal per mole): 148.5
Kohn-Sham gap (eV): 7.4
HOMO (eV): -7.811


Entry 2:
The following is a DFT calculation (ωB97M-V/def2-TZVPD) of C5H13NO as an isolated structure at a distorted geometry.

XYZ file:
```
20
Properties=species:S:1:pos:R:3:lowdin_charge:R:1
C -1.30472 0.16859 -0.72480 -0.33
C -1.88529 0.96146 0.45105 -0.08
C -2.21578 -0.89290 -1.32782 -0.09
H -0.98731 0.89182 -1.48692 0.14
H 0.02455 -0.16168 -0.80246 0.17
H -1.72579 -1.42679 -2.14382 0.08
H -2.51936 -1.61991 -0.57237 0.08
H -1.12022 1.61689 0.86547 0.07
H -2.23766 0.29016 1.23615 0.08
H -2.73255 1.55841 0.11098 0.08
H -3.12174 -0.43281 -1.72587 0.08
C 3.25048 0.06281 1.15940 -0.03
C 1.86992 0.31613 0.56470 -0.64
N 1.24642 -0.71793 -0.05229 -0.01
O 1.33766 1.42576 0.66053 -0.02
H -0.42650 -0.44927 -0.04020 0.15
H 1.77667 -1.58031 -0.08536 0.06
H 3.63102 0.98018 1.60333 0.07
H 3.19742 -0.71442 1.92521 0.07
H 3.94281 -0.27619 0.38509 0.07
```

Computed properties:
LUMO (eV): 0.872
Energy relative to the best compared isomer or geometry (same formula, charge and spin) (kcal per mole): 82.4
Kohn-Sham gap (eV): 9.8
HOMO (eV): -8.880


Entry 3:
The following is a DFT calculation (ωB97M-V/def2-TZVPD) of a 2-piece molecular cluster, C5H13NO overall at a distorted geometry.

XYZ file:
```
20
Properties=species:S:1:pos:R:3:mulliken_spin:R:1
C -0.65440 -0.49557 1.31137 0.01
N 2.18984 -0.12702 1.09303 0.24
C 1.45021 0.30877 0.08602 0.25
C 0.08000 -0.02888 0.08607 0.36
C -0.61783 -0.31554 -1.18604 -0.02
C 2.19255 0.73224 -1.15021 0.01
H -0.86079 0.33825 1.98383 0.02
H -1.58400 -0.94979 0.98418 0.00
H -0.05459 -1.27642 1.78756 0.03
H 1.75155 -0.73009 1.78091 -0.01
H 3.00454 0.32567 1.48892 0.00
H -1.63930 0.04264 -1.23007 0.04
H -0.06504 0.00166 -2.06669 0.00
H -0.64461 -1.40626 -1.29977 0.05
H 1.95823 1.76530 -1.42591 0.00
H 2.10328 0.07159 -2.00065 0.02
H 3.23780 0.76483 -0.83896 0.00
H -3.57908 0.62799 -0.43558 0.00
H -4.48281 -0.15596 0.53176 0.00
O -3.78553 0.50659 0.50025 0.00
```

Computed properties:
LUMO (spin up / spin down) (eV): -3.391 / -6.473
Energy relative to the best compared isomer or geometry (same formula, charge and spin) (kcal per mole): 2.5
Kohn-Sham gap (spin up / spin down) (eV): 10.4 / 8.2
Charge: +1
HOMO (spin up / spin down) (eV): -13.766 / -14.710
Multiplicity: 2


Entry 4:
The following is a DFT calculation (ωB97M-V/def2-TZVPD) of one molecule with the formula C5H13NO2 at a distorted geometry.

XYZ file:
```
21
Properties=species:S:1:pos:R:3:lowdin_charge:R:1
C -1.07983 0.21578 -1.90047 -0.11
N 0.15106 -0.47409 -1.48186 -0.11
C 0.52951 0.02359 -0.18444 -0.39
C -0.20532 -0.48248 1.01617 -0.16
C -1.37492 0.49903 1.32298 -0.25
O -1.89439 0.00668 2.56076 -0.13
C 2.12516 -0.25477 0.03739 -0.20
O 2.86103 0.95488 0.24759 -0.12
H -0.91024 1.16010 -1.64015 0.03
H -1.05898 0.13900 -3.06457 0.12
H -1.95819 -0.17076 -1.47561 0.05
H 0.02657 -1.51164 -1.62359 0.14
H 0.47238 1.12849 -0.24940 0.14
H -0.56711 -1.47431 0.65592 0.14
H 0.22810 -0.50729 1.96616 0.10
H -1.03717 1.60665 1.48331 0.15
H -2.30503 0.43644 0.68519 0.12
H -1.66690 -0.95909 2.59337 0.09
H 2.27703 -1.01520 0.77663 0.09
H 2.28235 -0.72220 -1.04245 0.13
H 3.10491 1.40117 -0.68292 0.16
```

Computed properties:
LUMO (eV): 0.880
Energy relative to the best compared isomer or geometry (same formula, charge and spin) (kcal per mole): 89.2
Kohn-Sham gap (eV): 9.8
HOMO (eV): -8.902
Structure (SMILES): CN[C@H](CO)CCO


Entry 5:
The following is a DFT calculation (ωB97M-V/def2-TZVPD) of C5H13NO2 as an isolated structure at a distorted geometry.

XYZ file:
```
21
Properties=species:S:1:pos:R:3:lowdin_charge:R:1
C -0.47093 0.68762 -1.41322 -0.29
O 0.68357 1.42772 -1.32055 -0.09
C -0.62434 -0.26229 -0.21868 -0.01
C -0.52148 0.20534 1.20707 -0.18
C 0.88967 0.06165 1.75416 -0.15
C 2.03114 0.53437 1.24158 0.06
N -2.76912 -1.30153 0.22002 0.07
H -1.26519 1.44018 -1.35484 0.13
H -0.41591 0.19239 -2.38293 0.13
H 2.97169 0.31040 -2.20467 -0.05
H -0.05427 -1.18795 -0.35503 0.15
H -1.05114 -0.55500 1.78523 0.11
H -0.96772 1.19454 1.31177 0.13
H 1.01339 -0.53335 2.65726 0.09
H 2.90173 0.21748 1.79803 0.08
H 2.00392 1.01018 0.27749 0.03
H -1.89584 -0.68888 -0.23859 0.03
H -3.74106 -1.04989 0.39180 0.05
H -2.75655 -2.26073 -0.10747 0.04
H 1.52841 0.73540 -1.53529 -0.02
O 2.51005 -0.17763 -1.51315 -0.34
```

Computed properties:
LUMO (eV): -3.303
Energy relative to the best compared isomer or geometry (same formula, charge and spin) (kcal per mole): 194.4
Kohn-Sham gap (eV): 4.9
HOMO (eV): -8.229


Entry 6:
The following is a DFT calculation (ωB97M-V/def2-TZVPD) of a 3-piece molecular cluster, C5H13NO2 overall at a distorted geometry.

XYZ file:
```
21
Properties=species:S:1:pos:R:3:mulliken_spin:R:1
C -1.59404 0.54670 -2.88067 0.00
N -1.31299 0.57137 -1.44096 0.22
C -0.07469 0.47383 -0.99389 0.12
C 0.33811 0.97927 0.23080 0.21
C 1.64943 0.80935 0.67813 0.03
C 2.04303 1.05572 1.96849 0.36
H -1.20319 1.41541 -3.40417 0.01
H -1.05348 -0.26753 -3.34684 0.01
H -2.67401 0.43272 -3.00704 0.00
H -1.90052 1.19439 -0.90062 -0.01
H 0.57709 -0.11036 -1.62417 0.01
H -0.36219 1.49796 0.86966 -0.01
H 2.39210 0.40678 0.00077 0.00
H 3.07712 0.98300 2.27103 0.01
H 1.29238 1.40924 2.67913 0.02
H 0.85894 -0.90505 3.28519 0.00
H 0.85989 -1.92380 2.11918 0.00
O 1.29386 -1.69501 2.95417 0.02
H -1.68921 -1.55307 0.10666 0.00
H -1.37801 -3.05878 -0.02657 0.00
O -1.13963 -2.26214 0.46172 0.00
```

Computed properties:
LUMO (spin up / spin down) (eV): -4.105 / -6.675
Energy relative to the best compared isomer or geometry (same formula, charge and spin) (kcal per mole): 8.3
Kohn-Sham gap (spin up / spin down) (eV): 9.2 / 7.5
Charge: +1
HOMO (spin up / spin down) (eV): -13.255 / -14.171
Multiplicity: 2